79
Properties=species:S:1:pos:R:3:forces:R:3:lowdin_charge:R:1 method="wB97M-V/def2-TZVPD" spin_multiplicity=5 total_charge=+1 gap_ev="7.58 / 7.59" homo_energy_ev="-11.02 / -11.03"
Ho 0.744 0.218 0.788 0.1 -2.2 1.4 1.609
C 2.973 -1.348 -2.832 0.0 -0.1 0.0 -0.039
C 3.421 -2.262 -1.694 -0.2 -0.1 -0.2 -0.362
C 3.101 -3.721 -2.024 0.1 0.1 0.1 -0.063
C 2.876 -1.847 -0.341 0.1 -0.1 0.1 -0.195
C 3.590 -0.914 0.430 0.0 -0.2 0.1 -0.018
C 3.316 -0.724 1.775 0.0 -0.3 -0.1 -0.061
C 2.294 -1.449 2.412 0.1 -0.3 0.0 -0.332
C 2.142 -1.388 3.907 -0.1 0.1 -0.1 -0.016
C 1.513 -2.299 1.624 0.4 -0.1 0.2 -0.106
C 1.790 -2.480 0.261 0.2 -0.1 0.1 -0.053
H 3.434 -1.673 -3.766 0.0 0.0 0.0 0.095
H 3.276 -0.320 -2.653 0.0 0.1 0.0 0.073
H 1.889 -1.377 -2.957 0.0 0.0 0.0 0.084
H 4.508 -2.168 -1.619 0.0 0.0 0.1 0.144
H 2.047 -3.844 -2.283 0.0 0.0 0.0 0.082
H 3.344 -4.383 -1.192 0.0 0.0 0.0 0.089
H 3.691 -4.031 -2.886 0.0 0.0 0.0 0.088
H 4.446 -0.417 -0.011 -0.1 0.1 0.0 0.141
H 3.957 -0.081 2.365 -0.1 0.1 0.0 0.139
H 1.254 -1.920 4.246 0.0 0.0 0.0 0.085
H 2.096 -0.353 4.249 0.0 0.0 0.0 0.075
H 3.009 -1.853 4.379 0.0 0.0 0.0 0.101
H 0.771 -2.929 2.098 -0.1 0.1 0.0 0.121
H 1.233 -3.229 -0.287 -0.1 0.1 0.0 0.124
C -2.091 -0.971 -2.696 0.0 0.0 0.0 -0.003
C -1.438 -0.790 -1.368 0.3 0.3 -0.2 -0.234
N -0.378 -0.081 -1.180 -0.3 0.1 -0.5 -0.063
N 0.195 0.572 -2.237 0.2 0.3 -0.4 0.079
C 1.261 1.259 -1.876 -0.5 -0.5 -0.7 -0.430
O 1.716 1.301 -0.661 0.4 0.9 -1.1 -0.184
C 2.018 1.928 -2.953 0.2 0.2 0.1 -0.174
C 1.690 1.730 -4.295 0.0 0.0 0.1 -0.025
C 2.476 2.292 -5.284 0.0 0.0 -0.1 -0.064
C 3.588 3.053 -4.945 0.0 0.0 0.0 -0.068
C 3.906 3.267 -3.612 0.0 0.0 0.0 -0.065
C 3.125 2.705 -2.617 -0.1 -0.1 0.0 -0.021
C -2.022 -1.371 -0.143 -0.1 -0.2 0.3 -0.205
C -3.272 -1.977 -0.150 0.1 0.1 -0.1 0.018
C -3.835 -2.391 1.045 0.0 0.0 0.1 -0.017
C -3.128 -2.204 2.221 -0.1 0.0 -0.1 -0.022
C -1.871 -1.635 2.137 0.2 0.0 0.1 -0.119
N -1.314 -1.236 0.998 -0.2 0.2 -0.3 0.021
H -1.469 -0.527 -3.467 0.0 0.0 0.0 0.072
H -3.065 -0.479 -2.709 0.0 0.0 0.0 0.104
H -2.241 -2.030 -2.910 0.0 0.0 0.0 0.097
H 0.825 1.130 -4.538 0.0 0.0 0.0 0.109
H 2.226 2.138 -6.325 0.0 0.0 0.0 0.109
H 4.207 3.480 -5.724 0.0 0.0 0.0 0.109
H 4.764 3.872 -3.348 0.0 0.0 0.0 0.108
H 3.362 2.854 -1.571 0.0 0.0 0.0 0.115
H -3.810 -2.102 -1.079 0.0 0.0 0.0 0.118
H -4.817 -2.845 1.057 0.0 0.0 0.0 0.123
H -3.540 -2.490 3.178 0.0 0.0 0.0 0.118
H -1.276 -1.497 3.035 0.0 0.0 0.0 0.114
C 1.530 4.852 1.782 0.0 0.0 0.2 -0.054
C 1.626 4.301 3.205 0.0 0.0 -0.2 -0.161
C 0.502 3.307 3.539 0.2 0.0 0.2 -0.301
C 0.715 2.733 4.970 -0.1 -0.1 0.0 -0.144
C -0.326 1.701 5.410 0.1 0.2 -0.1 -0.062
C -0.834 4.036 3.520 0.0 -0.1 -0.1 -0.407
O -1.008 5.082 4.091 0.0 -0.1 0.1 0.135
N -1.865 3.413 2.841 0.0 0.1 0.0 0.225
C -1.779 2.277 2.054 -0.2 -0.1 -0.1 -0.509
O -2.750 1.810 1.506 0.1 0.1 0.0 0.096
N -0.528 1.700 1.927 0.0 0.4 0.2 0.054
C 0.546 2.156 2.573 -0.5 0.4 0.4 -0.455
O 1.626 1.534 2.370 0.3 0.5 0.6 -0.090
H 2.364 5.524 1.588 0.0 0.0 -0.1 0.084
H 0.608 5.419 1.641 0.0 0.0 0.0 0.086
H 1.564 4.051 1.040 0.0 0.0 0.0 0.071
H 1.563 5.118 3.922 0.0 0.0 0.1 0.127
H 2.580 3.792 3.342 0.0 0.0 0.1 0.123
H 0.706 3.580 5.657 0.0 0.0 0.0 0.131
H 1.715 2.295 4.998 0.0 0.0 0.0 0.119
H -1.316 2.151 5.489 0.0 0.0 0.0 0.085
H -0.067 1.294 6.386 0.0 0.0 0.0 0.084
H -0.383 0.867 4.706 0.0 -0.1 0.0 0.062
H -2.765 3.873 2.858 0.0 0.0 0.0 0.174